Formula: C41H41LuN9O2PS
Source: OMol25
Level of theory: wB97M-V/def2-TZVPD

```
! wB97M-V def2-TZVPD RIJCOSX def2/J DEFGRID3
* xyz -1 2
Lu 13.55070 14.60208 12.08948
C 7.56993 13.96656 11.15876
N 8.76539 14.69920 11.77230
C 10.06161 14.71105 11.40915
N 10.79741 15.19143 12.38650
C 9.85948 15.49371 13.31066
N 8.63376 15.19516 13.00818
C 7.71228 13.74371 9.69377
C 6.77402 14.40216 8.77784
C 6.83606 14.03641 7.41144
C 7.74368 13.09452 7.01248
C 8.65586 12.44618 7.91876
C 8.60229 12.74281 9.28860
C 9.57433 11.52347 7.42739
N 9.93476 11.27372 6.13890
N 10.97976 10.46826 6.20055
C 11.25004 10.17535 7.42646
O 10.35187 10.79722 8.28683
C 12.24115 9.40990 8.11338
C 13.40549 8.77339 7.52510
C 14.42350 8.27091 8.31624
C 14.31224 8.40617 9.74592
C 13.11189 8.91847 10.26824
C 12.93382 8.86986 11.72160
N 13.04728 10.19312 12.35577
C 13.30605 11.35169 11.73828
N 13.24012 12.31471 12.63592
C 12.95000 11.69321 13.78314
N 12.85962 10.38372 13.70519
C 12.05797 9.30377 9.51959
H 6.73240 14.61106 11.36855
H 7.44896 13.09454 11.77499
H 10.34563 14.33036 10.44292
H 10.14376 15.98534 14.22196
H 6.00631 15.07713 9.15181
H 6.13762 14.55708 6.74198
H 7.77039 12.84781 5.91468
H 9.25638 12.22629 9.96112
H 13.39507 8.85056 6.45183
H 15.31326 7.87714 7.91207
H 15.11263 8.02966 10.40158
H 13.59328 8.15035 12.17724
H 11.93615 8.51236 12.00726
H 13.58629 11.40898 10.67971
H 12.92199 12.32854 14.61824
H 11.18445 9.67941 10.01004
O 13.04959 14.49309 14.33809
N 13.22704 15.47977 15.20296
C 12.37106 15.50914 16.24029
C 12.39253 16.55276 17.12636
C 13.40276 17.53333 17.02171
C 14.32818 17.41716 16.02441
C 14.22741 16.34466 15.07678
S 15.29435 16.22638 13.75686
H 11.62654 14.75371 16.24932
H 11.60724 16.72168 17.85536
H 13.37569 18.41056 17.63693
H 15.13292 18.08158 15.79810
C 15.85875 14.38153 11.21924
C 16.27414 13.43920 10.15868
C 16.43469 13.80994 8.80575
C 16.84374 12.94040 7.77058
C 17.17642 11.64313 8.08203
C 17.00603 11.24226 9.41660
C 16.58012 12.08371 10.42747
H 15.84157 15.42472 10.80024
H 16.54963 14.34858 12.04586
H 16.35550 14.85134 8.51750
H 16.92585 13.28519 6.78343
H 17.56471 11.00664 7.29866
H 17.15014 10.22189 9.70910
H 16.37061 11.63570 11.36886
C 12.88073 14.44680 9.81013
H 11.88334 14.24920 9.43587
H 13.40238 13.47279 9.52013
H 13.18040 15.26896 9.11332
C 11.98954 17.74833 9.97260
P 13.06450 17.40320 11.34361
C 14.59714 18.26144 10.87479
C 12.35080 18.48180 12.64696
C 10.97169 18.47571 12.93780
C 10.45380 19.36914 13.89202
C 11.28872 20.26598 14.46678
C 12.65727 20.33807 14.18758
C 13.19124 19.43896 13.28831
H 11.13669 17.03710 10.06788
H 12.47932 17.61041 8.98852
H 11.58009 18.77570 9.93741
H 14.41342 19.30429 10.63639
H 15.08339 17.77505 10.03601
H 15.35553 18.12815 11.65685
H 10.29151 17.85615 12.37320
H 9.38924 19.41008 14.09759
H 10.97455 20.94340 15.24292
H 13.26938 21.09674 14.72489
H 14.23883 19.42407 13.06772
*
```

The value obtained for the total energy is -114432.4020 eV. Its HOMO-LUMO gap (spin up / spin down) is 3.93 / 6.58 eV. The value obtained for the energy above the lowest of the compared OMol25 structures with the same formula, charge and spin is 127.33 kJ/mol.


Formula: C41H41N6O4PRh
Source: OMol25
Level of theory: wB97M-V/def2-TZVPD

```
! wB97M-V def2-TZVPD RIJCOSX def2/J DEFGRID3
* xyz 1 5
Rh 0.05656 0.22278 -0.44157
C -4.88183 -4.73066 3.73958
C -3.53518 -5.09003 3.75427
C -2.57831 -4.32890 3.12099
C -3.00212 -3.19835 2.39977
C -4.38016 -2.87743 2.30217
C -5.29303 -3.62320 3.01129
P -1.82150 -2.24782 1.49349
C -0.31876 -2.32605 2.44389
C 0.96667 -2.77207 2.08974
C 2.06713 -2.81172 2.96084
C 1.82664 -2.45703 4.32294
C 0.55936 -2.02467 4.71088
C -0.46807 -1.95964 3.78653
C -1.55511 -2.70356 -0.19808
C -2.28785 -3.74252 -0.86736
C -2.11274 -4.08046 -2.19679
C -1.17426 -3.29481 -2.86042
C -0.47569 -2.25192 -2.25087
C -0.69859 -1.87224 -0.89178
H -5.62192 -5.24987 4.35871
H -3.18500 -5.97882 4.25338
H -1.54761 -4.61132 3.13661
H -4.74183 -2.01482 1.75830
H -6.32733 -3.28234 2.94623
H 1.05257 -2.99174 1.06305
H 3.05081 -3.13106 2.61448
H 2.69154 -2.59946 5.01840
H 0.26770 -1.90762 5.75739
H -1.44675 -1.61868 4.14395
H -3.02559 -4.31623 -0.24554
H -2.64875 -4.91495 -2.68082
H -0.95594 -3.42423 -3.93846
H 0.29187 -1.88365 -2.88825
C -3.77267 1.72676 3.96480
N -2.60702 1.86569 3.08194
C -2.04997 3.11054 3.02031
C -0.99803 3.35800 2.23987
C -0.48111 2.28785 1.43342
O 0.44401 2.38650 0.58968
N -0.93864 1.01381 1.61682
C -2.01965 0.81814 2.40640
O -2.52489 -0.35541 2.56861
H -3.79805 2.52134 4.75391
H -3.76344 0.74934 4.44611
H -4.67053 1.76380 3.36666
H -2.40657 3.75459 3.72560
H -0.51409 4.31744 2.09213
C 4.58305 -0.48381 1.44426
C 3.83116 0.46454 0.60336
O 2.64015 0.45582 0.53098
C 4.65256 1.46886 -0.24297
C 5.90491 1.09040 -0.73636
C 6.57199 2.01344 -1.54839
C 6.07828 3.27881 -1.72696
C 4.90998 3.66600 -1.12875
C 4.15805 2.74460 -0.39453
H 3.94992 -1.06995 2.07526
H 5.30622 0.05800 2.04601
H 5.00626 -1.19257 0.80620
H 6.34928 0.11877 -0.52865
H 7.48651 1.73325 -1.98346
H 6.58527 3.97735 -2.39065
H 4.46385 4.69954 -1.16279
H 3.19204 3.00037 0.05579
C -4.46417 4.02457 -3.40651
C -3.39875 3.07180 -2.88129
C -3.68352 1.74425 -2.51049
C -2.75840 0.95392 -1.86551
N -1.61614 1.50730 -1.37398
C -1.36428 2.79227 -1.62728
C -2.23980 3.60417 -2.36717
H -4.04061 4.96199 -3.78964
H -5.11360 4.33508 -2.64393
H -5.06156 3.48970 -4.27562
H -4.58798 1.30377 -2.92762
H -2.97005 -0.12901 -1.77236
H -0.50197 3.30779 -1.21438
H -1.93543 4.57705 -2.59875
C 3.25247 1.71287 -5.04695
N 2.92318 1.06954 -3.78438
C 3.78400 0.00439 -3.25141
C 2.94288 -0.63258 -2.12380
O 3.33641 -1.60425 -1.53336
N 1.72166 0.03176 -2.16091
C 1.72252 0.82724 -3.19168
N 0.59780 1.37121 -3.64940
H 4.30727 1.98994 -5.11198
H 2.78340 2.72279 -5.08332
H 2.99700 1.12271 -5.92255
H 4.68976 0.41373 -2.81094
H 3.97468 -0.71348 -4.04175
H -0.20921 0.91908 -3.30811
H 0.59674 1.97369 -4.47648
*
```

The value obtained for the total energy is -72602.0912 eV. Its HOMO-LUMO gap (spin up / spin down) is 7.25 / 7.62 eV.


Formula: C41H41NO2P2PtS2
Source: OMol25
Level of theory: wB97M-V/def2-TZVPD

```
! wB97M-V def2-TZVPD RIJCOSX def2/J DEFGRID3
* xyz 2 1
Pt 0.51701 -1.25556 0.27596
O -0.07406 0.72357 1.45981
S -0.11309 1.24862 2.85776
C 1.57747 1.94305 3.20266
C 2.65484 0.87985 3.36595
C 4.05932 1.32546 2.93413
C 4.23938 1.41858 1.42637
S 3.99469 -0.13716 0.45097
O 2.54252 -0.46696 0.64511
C 4.85040 -1.31699 1.52237
C 4.14038 -2.21755 2.29672
C 4.82911 -3.15619 3.04606
C 6.21307 -3.20059 2.99524
C 6.91580 -2.30167 2.20752
C 6.23397 -1.35444 1.46382
C 0.02962 -0.21245 3.93232
C 0.32143 -1.45209 3.40109
C 0.41669 -2.56399 4.21825
C 0.23024 -2.42107 5.58336
C -0.05231 -1.17308 6.11964
C -0.16271 -0.06246 5.29620
H 1.47220 2.55905 4.09433
H 1.75150 2.58803 2.34264
H 2.38450 0.01320 2.76371
H 2.69078 0.55690 4.40998
H 4.77710 0.60596 3.33448
H 4.29996 2.29892 3.37209
H 5.25233 1.73559 1.18450
H 3.53676 2.11914 0.97680
H 3.05898 -2.19333 2.30133
H 4.28287 -3.85118 3.66422
H 6.74557 -3.94338 3.56639
H 7.99237 -2.34121 2.16693
H 6.76713 -0.65586 0.83691
H 0.49015 -1.55833 2.31329
H 0.63810 -3.53086 3.79181
H 0.30880 -3.28544 6.22476
H -0.18488 -1.07077 7.18480
H -0.37976 0.91330 5.70008
C -3.35255 -2.37161 -1.91686
N -2.05922 -1.88400 -1.44669
P -1.57418 -2.16185 0.17374
C -1.96793 -3.92039 0.35445
C -3.23803 -4.33642 0.74625
C -3.56125 -5.67964 0.70557
C -2.62406 -6.61110 0.28948
C -1.34621 -6.20420 -0.05713
C -1.01529 -4.86207 -0.02267
C -2.70512 -1.27545 1.27351
C -3.30291 -0.08198 0.89063
C -4.01156 0.65960 1.81790
C -4.10508 0.22223 3.12949
C -3.49894 -0.96171 3.51977
C -2.80307 -1.71517 2.59335
P -1.41117 -0.47743 -2.20440
C -1.78579 -0.84795 -3.96221
C -2.43291 0.09229 -4.75269
C -2.67945 -0.18872 -6.08682
C -2.28339 -1.39996 -6.62553
C -1.64344 -2.33823 -5.83068
C -1.39091 -2.07068 -4.49944
C 0.39321 -0.86300 -2.17999
C 0.93190 -2.15903 -1.98239
C 2.29809 -2.36415 -2.15510
C 3.12617 -1.30787 -2.51052
C 2.59634 -0.04434 -2.72260
C 1.24142 0.18510 -2.54016
H -3.89156 -2.85038 -1.10200
H -3.20069 -3.10636 -2.71058
H -3.96725 -1.56419 -2.31926
H -3.96196 -3.61418 1.09481
H -4.55143 -5.99600 0.98839
H -2.88589 -7.65640 0.24536
H -0.61216 -6.93247 -0.36242
H -0.01146 -4.54089 -0.27181
H -3.20957 0.26587 -0.12939
H -4.49042 1.57880 1.52061
H -4.63922 0.81451 3.85366
H -3.56239 -1.29384 4.54452
H -2.33355 -2.64404 2.88366
H -2.74120 1.03794 -4.33047
H -3.17766 0.53882 -6.70691
H -2.46349 -1.61495 -7.66730
H -1.33021 -3.28133 -6.25123
H -0.88683 -2.80296 -3.88500
H 0.26517 -3.00991 -1.87958
H 2.70896 -3.35563 -2.04780
H 4.18053 -1.48227 -2.65352
H 3.23712 0.76425 -3.03830
H 0.81926 1.16650 -2.71048
*
```

The value obtained for the total energy is -92248.0534 eV. Its HOMO-LUMO gap is 5.85 eV. The value obtained for the energy above the lowest of the compared OMol25 structures with the same formula, charge and spin is 236.46 kJ/mol.